[1]
Formula: C5H12N2
Source: the Open Molecules 2025 dataset
Level of theory: the ωB97M-V functional and the def2-TZVPD basis

Each line ends with the Löwdin charge.
Cartesian coordinates (Å):
1 C -2.374700 -0.421124 0.066205  -0.091
2 C -0.951881 0.288221 0.265050  -0.397
3 C 0.030028 -0.973499 0.409191  -0.163
4 C 1.468253 -0.437398 0.206985  -0.194
5 C 2.410537 0.336100 -1.739593  -0.105
6 N 1.437903 0.616177 -0.960942  -0.028
7 N -1.047556 1.351005 1.438716  -0.020
8 H -2.193293 -1.346625 0.676783  0.064
9 H -2.524384 -0.560654 -1.050891  0.089
10 H -3.166943 0.156229 0.601536  0.067
11 H -0.773130 0.771522 -0.715737  0.091
12 H -0.176048 -1.433822 1.376548  0.111
13 H -0.346053 -1.470366 -0.428739  0.078
14 H 2.015209 -0.072862 1.126434  0.127
15 H 1.974019 -1.210230 -0.367337  0.060
16 H 2.624732 1.183719 -2.369887  0.049
17 H 3.134108 -0.627021 -1.909889  0.127
18 H 0.010847 1.643556 1.680898  0.092
19 H -1.551647 2.207071 1.694668  0.042

Force components x, y, z for each atom (eV/Å):
1.26 0.54 1.12
-3.02 0.95 0.23
0.19 5.04 1.78
-1.12 -0.49 -1.91
0.43 0.15 -0.81
2.49 -1.87 2.09
5.32 -1.38 0.63
-1.09 0.35 -1.05
-0.22 -0.17 1.62
0.41 -0.41 -0.91
0.37 -0.03 0.91
0.18 -0.28 -0.24
0.07 -1.57 -1.14
-0.74 -0.25 -1.25
0.74 -0.60 1.24
0.28 -0.16 -1.03
-1.84 2.04 1.10
-3.15 -0.98 -0.74
-0.57 -0.90 -1.62

Properties
highest occupied orbital energy	-8.5	eV
2S+1	1
energy relative to the best compared isomer or geometry (same formula, charge and spin)	93.9	kcal/mol
LUMO energy	0.0397	Eh
maximum force	5.53	eV/Å
total charge	0
orbital gap	0.354	Eh

[2]
Formula: C29H26AsIrN2O5S2
Source: the Open Molecules 2025 dataset
Level of theory: the ωB97M-V functional and the def2-TZVPD basis

Each line ends with the Löwdin charge.
Cartesian coordinates (Å):
1 Ir -0.232319 -0.581601 0.154848  1.155
2 N 2.704497 -0.247873 -0.192935  0.095
3 C 2.803017 1.099313 -0.492068  -0.268
4 C 3.754758 1.625370 -1.331683  -0.031
5 C 3.831247 3.011493 -1.558843  -0.074
6 C 2.991147 3.878312 -0.917309  -0.045
7 C 1.976288 3.367475 -0.073699  -0.157
8 C 1.080740 4.194282 0.645800  0.000
9 C 0.111681 3.630020 1.418415  -0.021
10 C -0.037232 2.228306 1.404670  -0.119
11 N 0.771907 1.432587 0.748663  0.011
12 C 1.832602 1.976109 0.076828  -0.159
13 H 2.524935 -0.467232 0.780700  0.060
14 H 3.435240 -0.822507 -0.585780  0.101
15 H 4.472346 0.963702 -1.800790  0.109
16 H 4.597282 3.388914 -2.223045  0.107
17 H 3.084705 4.948051 -1.042769  0.109
18 H 1.188253 5.270349 0.577858  0.120
19 H -0.575973 4.227213 1.998385  0.111
20 H -0.868113 1.757581 1.912599  0.101
21 S 0.314818 -2.846167 -0.268702  0.629
22 C -0.220898 -3.218822 -1.916078  -0.655
23 C -0.443507 -4.560963 -2.235492  -0.117
24 C -0.769061 -4.934695 -3.525491  -0.079
25 C -0.864142 -3.982865 -4.533272  -0.081
26 C -0.650718 -2.648212 -4.228561  -0.110
27 C -0.354761 -2.263425 -2.925584  -0.409
28 As -0.019249 -0.432698 -2.450120  1.293
29 C 1.612092 -0.114896 -3.460171  -0.348
30 C 2.614344 -1.077523 -3.352651  -0.123
31 C 3.837824 -0.883225 -3.971810  -0.088
32 C 4.072565 0.275465 -4.701611  -0.093
33 C 3.075516 1.229730 -4.817036  -0.085
34 C 1.846375 1.038512 -4.197014  -0.093
35 C -1.366266 0.652247 -3.310508  -0.367
36 C -2.508243 0.123007 -3.900423  -0.097
37 C -3.490518 0.971922 -4.393783  -0.076
38 C -3.340404 2.345944 -4.296426  -0.082
39 C -2.214641 2.877279 -3.682863  -0.074
40 C -1.238716 2.033616 -3.178790  -0.130
41 H -0.351658 -5.307872 -1.458805  0.099
42 H -0.939573 -5.979060 -3.749665  0.105
43 H -1.097084 -4.279654 -5.546461  0.102
44 H -0.706110 -1.901672 -5.013445  0.109
45 H 2.433616 -1.986789 -2.788618  0.103
46 H 4.606859 -1.640451 -3.891938  0.106
47 H 5.028220 0.426251 -5.186250  0.103
48 H 3.248002 2.128748 -5.394144  0.106
49 H 1.076475 1.792697 -4.303894  0.089
50 H -2.649561 -0.948534 -3.956444  0.099
51 H -4.378749 0.553297 -4.847629  0.105
52 H -4.107369 3.002796 -4.683875  0.103
53 H -2.106269 3.948095 -3.577014  0.105
54 H -0.390167 2.456927 -2.648893  0.103
55 O -2.425354 -1.153222 -0.568401  -0.132
56 C -2.791477 0.036541 -0.456625  -0.547
57 O -1.985045 0.948272 -0.149886  -0.150
58 H -3.845868 0.296600 -0.636370  0.142
59 C -0.433134 -2.783573 3.578769  -0.137
60 S -0.043080 -1.139774 3.067803  0.400
61 O 1.060945 -1.278601 2.076997  -0.503
62 O 0.287013 -0.367733 4.229765  -0.297
63 O -1.221226 -0.655838 2.307241  -0.428
64 H 0.469257 -3.234170 3.980604  0.071
65 H -0.782853 -3.337128 2.712735  0.052
66 H -1.201280 -2.726261 4.344119  0.070

Force components x, y, z for each atom (eV/Å):
0.10 -0.49 -0.08
0.11 -0.09 0.01
-0.02 0.12 0.05
0.01 0.04 0.07
-0.04 0.01 0.03
0.00 -0.07 -0.01
0.04 0.04 -0.05
-0.03 0.00 0.03
0.03 -0.02 -0.06
-0.05 0.07 0.10
0.02 0.09 0.05
0.01 -0.09 -0.14
-0.10 -0.04 -0.02
-0.05 0.01 0.00
0.00 0.00 0.00
0.02 0.02 -0.01
0.01 0.05 0.00
-0.01 0.00 0.00
-0.02 0.01 0.01
0.01 -0.01 0.03
-0.04 0.05 -0.12
0.01 -0.03 0.07
0.01 0.04 0.03
-0.01 0.00 -0.03
0.01 0.04 0.01
-0.03 -0.05 -0.05
0.00 0.04 0.03
0.08 0.22 0.01
-0.01 0.02 0.02
-0.03 -0.03 0.02
0.01 -0.01 -0.02
0.03 -0.01 -0.02
-0.05 0.01 -0.01
-0.01 0.03 -0.03
-0.01 -0.04 -0.03
0.02 -0.03 0.01
0.01 -0.04 0.01
0.00 0.02 -0.01
0.00 -0.01 0.00
0.03 0.03 0.05
0.01 -0.02 0.03
-0.01 -0.03 -0.01
-0.01 0.00 -0.03
0.00 -0.01 0.03
-0.01 0.01 0.00
0.02 -0.02 0.00
0.01 0.00 -0.01
0.00 0.02 -0.01
0.02 -0.04 0.01
0.01 0.01 0.00
-0.02 -0.01 -0.02
-0.02 0.02 0.00
0.00 0.03 0.00
-0.02 -0.03 -0.02
-0.05 -0.19 0.03
-0.19 0.03 -0.02
0.06 0.19 0.03
0.08 -0.02 0.00
0.02 0.04 0.00
0.00 0.05 -0.09
0.10 -0.06 0.06
0.03 -0.02 0.05
-0.13 0.21 0.02
0.06 0.00 0.04
-0.02 -0.02 -0.07
-0.05 0.01 0.01

Properties
highest occupied orbital energy (alpha / beta)	-6.8 / -7.8	eV
2S+1	5
energy relative to the best compared isomer or geometry (same formula, charge and spin)	0.8	kcal/mol
LUMO energy (alpha / beta)	-0.0026 / -0.0578	Eh
maximum force	0.51	eV/Å
total charge	0
orbital gap (alpha / beta)	0.247 / 0.229	Eh
⟨S²⟩	6.02

[3]
Formula: C4H3F5NO4S
Source: the Open Molecules 2025 dataset
Level of theory: the ωB97M-V functional and the def2-TZVPD basis

Each line ends with the Löwdin charge.
Cartesian coordinates (Å):
1 O -3.162458 2.326985 -0.077779  -0.103
2 C -2.608333 1.424224 -0.789533  -0.568
3 O -3.300913 0.683037 -1.740050  -0.204
4 C -1.019536 1.186613 -0.544614  -0.166
5 N -0.592117 0.073512 -1.454357  -0.119
6 S 1.026816 -0.391813 -1.066964  0.781
7 O 1.422551 -1.395723 -2.144229  -0.350
8 O 2.022940 0.728273 -1.128001  -0.311
9 C 0.977676 -1.317273 0.552470  -0.322
10 F 1.746616 -2.519768 0.479033  0.049
11 F -0.382626 -1.689912 0.807361  0.043
12 C 1.508156 -0.513053 1.839755  -0.316
13 F 1.427313 0.886386 1.748942  0.099
14 F 2.805890 -0.943597 2.267918  0.079
15 F 0.639387 -0.881455 2.926545  0.061
16 H -0.437112 2.136309 -0.809626  0.131
17 H -0.843287 0.945081 0.561936  0.107
18 H -1.230963 -0.737827 -1.428805  0.110

Force components x, y, z for each atom (eV/Å):
2.16 -2.14 -1.40
-4.18 -0.31 -1.81
4.13 2.40 3.98
-1.12 0.50 0.01
2.57 0.28 1.93
2.18 -0.26 -7.50
-1.71 1.66 3.88
-3.09 -2.05 1.94
-0.29 -2.25 1.73
-1.87 2.87 0.03
3.15 0.81 -0.76
-0.23 0.15 3.20
0.59 -3.64 0.02
-3.24 1.56 -1.57
2.11 0.96 -2.43
-0.91 -1.45 0.33
-0.45 0.39 -1.48
0.21 0.51 -0.09

Properties
highest occupied orbital energy	-4.9	eV
2S+1	1
LUMO energy	0.1045	Eh
maximum force	7.82	eV/Å
total charge	-1
orbital gap	0.286	Eh

[4]
Formula: C4H10N
Source: the Open Molecules 2025 dataset
Level of theory: the ωB97M-V functional and the def2-TZVPD basis

Each line ends with the Löwdin charge.
Cartesian coordinates (Å):
1 C 0.273531 -2.435696 0.952326  0.144
2 N -0.862881 -1.836734 1.134817  0.160
3 H 1.147004 -2.191434 1.597009  0.136
4 H 0.664657 -2.901274 -0.007530  0.148
5 H -1.449948 -1.385022 0.387218  0.170
6 H -1.153939 -1.418573 2.108564  0.210
7 C 0.742321 0.779032 -1.552881  -0.099
8 C -0.407072 1.359677 -0.700199  -0.258
9 C -0.148716 2.043664 0.460568  -0.020
10 H 0.201136 -0.015871 -2.185804  0.093
11 H 1.153855 1.608881 -2.143975  0.091
12 H 1.475133 0.422586 -0.937121  0.020
13 H -1.407823 1.571814 -1.090475  0.083
14 H -0.618078 2.998044 0.759876  0.066
15 H 0.390814 1.400901 1.217601  0.058

Force components x, y, z for each atom (eV/Å):
1.03 1.71 -1.22
0.01 1.42 1.43
-1.18 -1.11 0.78
-1.45 0.68 0.85
0.38 -1.60 0.36
1.27 -0.92 -2.25
-4.73 -0.53 -1.29
0.38 2.23 0.82
-0.22 -2.19 0.41
1.65 0.99 0.41
-0.32 -0.45 -0.06
2.11 -1.24 1.48
0.70 0.35 -1.10
-0.44 -1.17 0.20
0.82 1.82 -0.80

Properties
highest occupied orbital energy	-12.2	eV
2S+1	1
energy relative to the best compared isomer or geometry (same formula, charge and spin)	103.6	kcal/mol
LUMO energy	-0.2364	Eh
maximum force	4.93	eV/Å
total charge	+1
orbital gap	0.210	Eh

[5]
Formula: C2H5N3O
Source: the Open Molecules 2025 dataset
Level of theory: the ωB97M-V functional and the def2-TZVPD basis

Each line ends with the Löwdin charge.
Cartesian coordinates (Å):
1 C -1.268734 -1.205187 -0.198742  -0.319
2 C -0.906599 1.049265 -0.770367  -0.323
3 N -1.415573 -2.160623 0.438940  0.199
4 N 1.586883 -0.354210 0.520820  0.011
5 N -1.198741 -0.174095 -0.986393  0.099
6 O -0.498441 1.737316 0.345829  0.044
7 H -0.858233 1.673425 -1.714406  0.133
8 H 1.473757 -1.239376 1.162372  0.075
9 H 2.525982 -0.179366 0.381056  -0.033
10 H 0.947893 -0.388610 -0.341557  0.021
11 H -0.388196 1.241466 1.162453  0.093

Force components x, y, z for each atom (eV/Å):
0.64 6.54 -4.27
1.83 8.87 -0.74
-0.53 -3.87 2.58
-4.10 -2.52 1.22
-1.95 -9.91 1.53
-0.62 -0.31 -0.84
0.11 -0.51 1.70
0.23 2.27 -2.13
2.02 0.35 -0.82
2.23 -0.26 1.83
0.14 -0.66 -0.05

Properties
highest occupied orbital energy (alpha / beta)	-6.5 / -10.2	eV
2S+1	3
energy relative to the best compared isomer or geometry (same formula, charge and spin)	0.6	kcal/mol
LUMO energy (alpha / beta)	0.0251 / -0.1516	Eh
maximum force	10.21	eV/Å
total charge	0
orbital gap (alpha / beta)	0.263 / 0.222	Eh
⟨S²⟩	2.02

[6]
Formula: C28H25BrNO9P3RuSe
Source: the Open Molecules 2025 dataset
Level of theory: the ωB97M-V functional and the def2-TZVPD basis

Each line ends with the Löwdin charge.
Cartesian coordinates (Å):
1 Ru 0.574697 -0.852822 -0.290423  1.376
2 C 2.047328 -5.419231 -0.098739  -0.064
3 C 1.474097 -4.014671 -0.086413  -0.569
4 O 2.276436 -3.129109 -0.911757  -0.114
5 P -0.127928 -3.877298 -0.902186  0.485
6 O 0.065555 -4.124613 -2.451380  -0.070
7 O -0.994306 -5.107765 -0.450064  -0.061
8 O -0.740337 -2.542223 -0.613471  -0.363
9 P 1.405764 -3.277121 1.646299  0.343
10 O -0.129188 -3.438432 2.107864  -0.139
11 O 2.318034 -4.037176 2.502030  -0.255
12 O 1.642839 -1.788464 1.362572  -0.403
13 H 2.127916 -5.793784 -1.119915  0.088
14 H 1.420324 -6.088450 0.490231  0.091
15 H 3.030701 -5.399908 0.367215  0.087
16 H 2.874086 -2.648014 -0.318711  0.094
17 H 0.352547 -3.318384 -2.912918  0.069
18 H -1.886079 -4.889875 -0.157184  0.110
19 H -0.645268 -2.645118 1.893934  0.039
20 C -3.861358 4.615817 -2.951837  -0.089
21 C -2.828422 4.974087 -2.100410  -0.076
22 C -1.954216 4.011758 -1.611998  -0.072
23 C -2.109334 2.676155 -1.969359  -0.368
24 C -3.164729 2.321082 -2.812154  -0.121
25 C -4.027572 3.284025 -3.307905  -0.086
26 P -1.090586 1.328663 -1.293832  1.118
27 C 0.413471 2.107469 -0.504718  -0.534
28 C 0.212619 2.646149 0.935995  -0.221
29 C 0.498147 4.088753 1.178604  -0.077
30 C 1.140890 4.813919 0.262777  -0.106
31 C 1.569446 4.235291 -1.010560  -0.087
32 C 1.245581 2.991980 -1.370929  -0.059
33 C -0.258463 0.586238 -2.725775  -0.412
34 C -0.340441 0.941130 -4.064751  -0.082
35 C 0.415827 0.251059 -5.004899  -0.086
36 C 1.261493 -0.767283 -4.594860  -0.088
37 C 1.349902 -1.118317 -3.248380  -0.136
38 C 0.574870 -0.456674 -2.298216  -0.285
39 H -4.538244 5.368945 -3.333619  0.102
40 H -2.694318 6.009455 -1.814417  0.105
41 H -1.150992 4.317667 -0.955427  0.081
42 H -3.313816 1.281076 -3.081123  0.107
43 H -4.835113 2.992492 -3.967021  0.103
44 H -0.765526 2.351933 1.326773  0.145
45 H 0.187073 4.528372 2.118313  0.113
46 H 1.359798 5.857030 0.452644  0.106
47 H 2.172153 4.845457 -1.671218  0.106
48 H 1.577099 2.582150 -2.317793  0.116
49 H -0.987062 1.753189 -4.374273  0.101
50 H 0.354484 0.518590 -6.051761  0.102
51 H 1.869067 -1.289315 -5.323981  0.104
52 H 2.047153 -1.892897 -2.947061  0.083
53 Br -0.506172 -2.678750 8.152260  0.755
54 C -0.359810 -1.855543 6.457902  -0.677
55 C 0.835446 -1.252132 6.099036  -0.099
56 C 0.938079 -0.642657 4.861438  0.016
57 C -0.146954 -0.658552 3.989998  -0.132
58 C -1.334304 -1.280066 4.359755  -0.010
59 C -1.450301 -1.874015 5.602428  -0.107
60 C -0.044967 -0.073304 2.633765  -0.451
61 O 0.899841 0.851083 2.561496  -0.023
62 O -0.776939 -0.417644 1.714791  -0.003
63 H 1.676102 -1.267047 6.777596  0.106
64 H 1.865729 -0.180324 4.555523  0.129
65 H -2.168064 -1.290545 3.669963  0.127
66 H -2.370110 -2.354472 5.903396  0.104
67 Se 3.104779 2.084553 1.596705  0.886
68 C 1.242284 1.582386 1.373323  -0.794
69 N 1.179252 0.944076 0.066789  -0.180

Force components x, y, z for each atom (eV/Å):
-0.34 0.02 -0.07
-0.05 -0.05 0.08
0.12 -0.06 -0.11
-0.02 0.01 0.09
0.17 0.00 0.01
-0.02 -0.01 0.08
-0.01 -0.06 -0.07
-0.04 0.08 0.05
-0.04 -0.04 -0.11
0.02 -0.06 -0.01
0.05 0.04 0.12
0.06 -0.03 0.03
-0.01 0.00 0.00
0.00 -0.02 -0.02
0.01 0.01 0.00
-0.01 0.00 -0.06
0.03 0.01 -0.04
-0.04 0.04 0.06
0.00 0.01 0.00
0.00 0.02 0.01
0.00 0.01 0.00
0.01 0.05 0.01
0.01 0.02 -0.03
-0.02 0.00 0.00
-0.01 -0.02 -0.02
-0.13 0.10 0.05
0.13 -0.06 0.02
-0.09 0.11 0.03
0.04 0.07 -0.02
-0.06 -0.01 0.09
0.04 -0.09 -0.06
0.01 0.08 -0.07
0.09 -0.03 0.03
-0.02 0.00 0.03
0.00 -0.01 -0.01
0.01 0.00 -0.04
-0.02 -0.02 0.00
0.06 0.01 0.04
0.00 0.00 0.00
0.00 0.01 0.00
-0.01 -0.02 0.01
0.01 -0.01 0.00
-0.01 0.01 0.00
0.01 0.01 0.02
-0.01 -0.02 0.01
0.01 0.01 0.00
-0.01 0.01 -0.01
-0.02 -0.01 -0.01
-0.01 0.01 -0.01
0.00 0.00 0.00
0.00 -0.01 0.00
0.02 0.00 0.00
0.00 0.00 0.01
0.01 0.00 0.00
0.00 -0.01 0.03
-0.04 0.00 -0.05
0.06 0.00 0.03
-0.01 0.02 -0.03
-0.01 -0.02 0.02
-0.04 0.09 0.14
-0.03 -0.06 0.05
0.06 -0.07 -0.20
0.00 0.00 0.00
0.01 0.00 -0.01
0.00 0.00 -0.01
0.00 0.00 0.00
0.13 0.08 0.07
-0.01 -0.14 -0.10
-0.08 -0.02 -0.03

Properties
highest occupied orbital energy (alpha / beta)	-8.1 / -8.2	eV
2S+1	5
energy relative to the best compared isomer or geometry (same formula, charge and spin)	68.6	kcal/mol
LUMO energy (alpha / beta)	0.0007 / -0.0742	Eh
maximum force	0.34	eV/Å
total charge	0
orbital gap (alpha / beta)	0.298 / 0.226	Eh
⟨S²⟩	6.02